7
Properties=species:S:1:pos:R:3 method="wB97M-V/def2-TZVPD" total_charge=0 de_lowest_kcal_mol=206.25 homo_energy_ha="-0.35343 / -0.35346" total_energy_ev=-6113.54131 lumo_ev="-2.017 / -2.016" spin_multiplicity=1
C 2.2469 -0.7572 -0.1220
C 1.0563 -0.5791 -0.1161
C -1.0947 -0.3389 0.0770
N -2.3936 -0.4101 0.2110
N -1.5893 0.8557 -0.3146
H 3.2287 -0.4965 0.1208
H -1.4544 1.7261 0.1439


104
Properties=species:S:1:pos:R:3 method="wB97M-V/def2-TZVPD" total_charge=-1 homo_energy_ha="0.01100 / -0.17049" s_squared=0.750 total_energy_ev=-141615.40269 lumo_ev="1.655 / 1.635" spin_multiplicity=2
N 7.2356 10.2549 7.4277
H 6.3254 10.4430 7.8230
H 7.2974 10.9261 6.6755
H 7.1843 9.2957 7.1157
H 8.0057 10.4477 8.0521
Br 7.3294 7.0189 6.3438
C 1.2885 8.9262 5.4684
C 1.6642 10.3358 4.9881
N 3.0908 10.3467 4.1582
C 4.2456 9.8823 5.0429
C 2.9331 9.4824 2.8792
C 4.0886 9.5213 1.8960
C 3.2966 11.8288 3.7982
C 3.5047 12.7794 5.0047
O 2.2687 13.2401 5.4990
C 1.4682 14.2203 4.7375
H 1.0133 8.2842 4.6316
H 0.3771 8.9384 6.0661
H 2.0956 8.5959 6.1223
H 1.8126 11.0115 5.8304
H 0.8638 10.7436 4.3707
H 4.1268 10.3643 6.0133
H 5.1205 10.2698 4.5210
H 4.2050 8.8145 5.2579
H 2.0154 9.8364 2.4096
H 2.6525 8.4664 3.1569
H 4.1629 10.3806 1.2296
H 4.1608 8.5514 1.4039
H 5.0347 9.5818 2.4338
H 2.3814 12.0567 3.2517
H 4.2482 11.8517 3.2672
H 4.0775 13.6568 4.7044
H 4.1034 12.4392 5.8496
H 1.8874 15.2260 4.7692
H 0.5315 14.2763 5.2920
H 1.2908 13.7938 3.7501
C 6.7820 5.5096 13.2274
C 6.4341 6.9756 13.0526
N 7.6808 7.9176 12.7700
C 7.1947 9.3595 12.5249
C 8.6326 7.8902 14.0293
C 8.0763 8.5252 15.3205
C 8.6251 7.5669 11.5251
C 7.8579 7.4039 10.1805
O 6.9307 6.2772 10.0193
C 7.6908 5.1352 9.6496
H 7.2928 5.2786 14.1621
H 7.3487 5.1358 12.3746
H 5.8500 4.9465 13.1772
H 5.9226 7.4010 13.9160
H 5.8336 7.3598 12.2281
H 8.1208 9.9328 12.5653
H 6.5458 9.5533 13.3791
H 6.7469 9.6662 11.5796
H 9.5347 8.4422 13.7654
H 8.9586 6.8651 14.2052
H 7.1304 8.0857 15.6370
H 7.9496 9.5834 15.0919
H 8.7469 8.4729 16.1782
H 9.1840 6.6791 11.8210
H 9.3392 8.3752 11.3676
H 8.6853 7.3382 9.4739
H 7.4336 8.3331 9.8002
H 8.1266 5.3144 8.6667
H 7.1722 4.1905 9.8132
H 8.5767 4.9866 10.2671
C 7.7815 19.0674 6.2408
C 7.5130 17.5617 6.4103
C 7.1555 17.1859 7.8791
N 6.7402 15.6818 8.1529
C 5.6013 15.3603 7.2443
C 6.3086 15.4972 9.5778
C 6.6387 13.9361 9.8679
C 7.7544 13.5934 8.8762
C 7.9897 14.7886 7.9342
H 8.7714 19.3294 6.6143
H 7.0743 19.7962 6.6370
H 7.9720 19.1935 5.1750
H 8.4445 17.0206 6.2437
H 6.7402 17.1031 5.7934
H 6.2571 17.7592 8.1075
H 7.7639 17.5083 8.7241
H 5.9709 15.0559 6.2651
H 4.9455 16.2178 7.0933
H 5.1424 14.4212 7.5534
H 5.2855 15.8087 9.7882
H 6.9020 16.1419 10.2262
H 5.7735 13.2977 9.6894
H 6.9360 13.8529 10.9133
H 7.3406 12.8502 8.1947
H 8.6306 13.1815 9.3769
H 8.2924 14.4846 6.9321
H 8.8340 15.3393 8.3490
Cl 7.1817 12.4723 5.2569
B 4.2409 10.1405 8.7886
F 3.1362 9.9950 7.9024
F 5.1547 9.0638 8.7206
F 4.8672 11.2755 8.4031
F 3.8166 10.2703 10.1070
B 9.8972 10.4870 9.2878
F 10.7498 10.7976 10.2757
F 10.2372 9.2152 8.8818
F 8.6270 10.6580 9.8176
F 10.0354 11.3189 8.2367


21
Properties=species:S:1:pos:R:3 method="wB97M-V/def2-TZVPD" total_charge=0 de_lowest_kcal_mol=165.33 homo_energy_ha=-0.26093 total_energy_ev=-10530.79265 lumo_ev=0.492 spin_multiplicity=1
C -0.5409 -2.1555 0.6446
C 0.4841 -1.0672 0.5370
C 1.7322 -1.2347 1.2572
C 2.7634 -1.4024 1.8652
C -2.1182 1.6574 -2.1899
C -1.1656 0.7717 -1.3948
C -0.7873 1.3842 -0.0796
C 0.4790 1.6921 0.2871
H -0.7690 -2.5400 -0.3629
H -1.4766 -1.7398 1.0559
H -0.1957 -2.9765 1.2849
H 3.6815 -1.5292 2.3962
H -1.6483 2.6221 -2.4310
H -3.0335 1.8665 -1.6173
H -2.4155 1.1838 -3.1319
H -1.6568 -0.1864 -1.2188
H -0.2615 0.5732 -1.9740
H -1.5851 1.5967 0.5947
H 1.3245 1.5336 -0.3645
H 0.6704 2.1276 1.2423
O 0.2857 -0.0507 -0.1294